An isolated molecule of C4H7NO, computed with ωB97M-V/def2-TZVPD.

Values from the calculation:
**Relative energy (zero: lowest compared OMol25 entry of this formula, charge and spin)**: 152.5 kJ/mol
**Kohn-Sham gap**: 0.393 hartree
**SMILES string**: CC(=O)N1CC1
**Spin multiplicity**: 1

Geometry (Å):
C (-0.4678, -0.1399, -1.9260)
C (-0.6225, 0.4837, -0.5631)
O (-1.6424, 1.0451, -0.2162)
N (0.4856, 0.4658, 0.2868)
C (0.9316, -0.6782, 1.0636)
C (0.2589, 0.4859, 1.7012)
H (-0.9333, -1.1309, -1.9050)
H (0.5750, -0.2294, -2.2359)
H (-1.0245, 0.4770, -2.6370)
H (0.3506, -1.5930, 0.9835)
H (2.0068, -0.7800, 1.1436)
H (0.8414, 1.2404, 2.2255)
H (-0.7594, 0.3535, 2.0789)

Cartesian forces, eV/Å:
0.0 0.0 0.0
-0.4 0.3 0.3
0.2 -0.2 -0.3
-0.3 0.1 -0.3
0.1 -0.1 -0.1
0.0 0.4 0.6
0.1 0.1 0.0
-0.1 0.0 0.1
0.1 -0.2 0.1
0.1 0.0 0.0
-0.1 -0.2 0.0
0.0 -0.3 0.1
0.3 0.1 -0.3



An isolated molecule of C2H3N3, computed with ωB97M-V/def2-TZVPD.

Values from the calculation:
**Relative energy (zero: lowest compared OMol25 entry of this formula, charge and spin)**: 139.9 kJ/mol
**Kohn-Sham gap**: 0.334 hartree
**SMILES string**: N#C/N=C/N
**Spin multiplicity**: 1

Geometry (Å):
N (3.1029, -0.3487, -0.1524)
C (2.0244, -0.0121, 0.1371)
N (0.8749, 0.5118, 0.2166)
C (-0.3582, -0.2633, 0.0538)
N (-1.5109, 0.3154, -0.0058)
H (-0.0953, -1.3520, -0.0704)
H (-2.3739, -0.2218, -0.1998)
H (-1.6640, 1.3707, 0.0208)

Cartesian forces, eV/Å:
-0.4 -0.1 0.7
3.1 -1.8 -1.4
-8.9 -0.6 0.2
8.6 1.5 0.4
-3.1 1.6 -0.3
-1.4 1.0 0.1
1.1 0.4 0.3
0.9 -2.1 0.1



C35H43ClI3IrO4PS4 as an isolated structure, computed with ωB97M-V/def2-TZVPD.

Values from the calculation:
**<S²>**: 0.764
**Relative energy (zero: lowest compared OMol25 entry of this formula, charge and spin)**: 48.0 kJ/mol
**Kohn-Sham gap (spin up / spin down)**: 0.212 / 0.216 hartree
**Spin multiplicity**: 2

Geometry (Å):
Ir (-0.5124, -1.5951, -0.3887)
O (4.7012, -3.2796, 3.7788)
C (3.7814, -3.0150, 3.0687)
S (3.9251, -2.8688, 1.2962)
C (2.2603, -2.4486, 0.9922)
C (1.4077, -2.3904, 2.0945)
S (-0.2376, -2.0562, 2.0212)
S (2.1266, -2.7230, 3.6534)
S (1.7656, -2.1468, -0.5932)
Cl (-4.8834, -0.3517, -6.0946)
C (-3.5256, -0.6658, -5.0512)
C (-3.3287, -1.9437, -4.5540)
C (-2.2677, -2.1800, -3.6983)
C (-1.3809, -1.1594, -3.3413)
C (-0.2052, -1.4625, -2.4880)
C (-1.5895, 0.1054, -3.8855)
C (-2.6631, 0.3655, -4.7228)
H (-4.0082, -2.7395, -4.8269)
H (-2.1122, -3.1763, -3.3009)
H (0.5933, -0.7374, -2.6556)
H (0.1397, -2.4652, -2.7380)
H (-0.8776, 0.8901, -3.6700)
H (-2.8218, 1.3524, -5.1354)
O (-0.2964, 0.5288, -0.1339)
P (0.5585, 1.5626, 0.5897)
C (0.0785, 3.2532, 0.0740)
C (-1.0168, 3.9212, 0.9269)
C (-2.4255, 3.4234, 0.6174)
C (-2.7519, 3.6788, -0.8473)
C (-1.7338, 2.9510, -1.7130)
C (-0.2952, 3.3763, -1.4164)
C (2.2926, 1.1616, 0.1596)
C (3.4389, 1.6358, 1.0601)
C (3.8999, 3.0569, 0.7478)
C (4.3149, 3.1683, -0.7169)
C (3.1640, 2.7700, -1.6376)
C (2.6567, 1.3634, -1.3201)
C (0.4622, 1.4818, 2.4182)
C (-0.9740, 1.3354, 2.9434)
C (-0.9577, 0.9836, 4.4314)
C (-0.0127, 1.8985, 5.2399)
C (0.4459, 3.0933, 4.4101)
C (1.2133, 2.6158, 3.1758)
H (1.0048, 3.8133, 0.2478)
H (-0.9770, 4.9915, 0.6961)
H (-0.7953, 3.8331, 1.9875)
H (-3.1409, 3.9223, 1.2749)
H (-2.4997, 2.3487, 0.8113)
H (-2.7234, 4.7558, -1.0456)
H (-3.7589, 3.3315, -1.0855)
H (-1.9400, 3.1164, -2.7723)
H (-1.8329, 1.8824, -1.5225)
H (-0.1712, 4.4305, -1.6874)
H (0.3919, 2.8103, -2.0460)
H (2.1996, 0.0796, 0.3013)
H (4.2791, 0.9584, 0.8726)
H (3.1917, 1.5188, 2.1134)
H (4.7300, 3.3281, 1.4031)
H (3.0928, 3.7680, 0.9521)
H (5.1643, 2.5008, -0.8927)
H (4.6520, 4.1804, -0.9474)
H (3.4797, 2.8136, -2.6819)
H (2.3569, 3.4983, -1.5282)
H (3.4515, 0.6469, -1.5506)
H (1.8146, 1.0889, -1.9599)
H (0.9773, 0.5356, 2.6331)
H (-1.4999, 0.5639, 2.3863)
H (-1.5333, 2.2561, 2.7848)
H (-0.6533, -0.0596, 4.5381)
H (-1.9757, 1.0508, 4.8186)
H (0.8709, 1.3384, 5.5576)
H (-0.5038, 2.2412, 6.1510)
H (1.0949, 3.7433, 4.9998)
H (-0.4192, 3.6974, 4.1245)
H (2.1737, 2.2307, 3.5206)
H (1.4474, 3.4620, 2.5282)
I (-2.9912, -1.0457, 0.2362)
I (-4.8944, -0.1375, -1.4515)
I (-0.8638, -10.4083, -2.1863)
C (-1.0325, -8.4429, -1.5020)
C (-0.1910, -7.4670, -2.0148)
C (-0.3101, -6.1623, -1.5615)
C (-1.2529, -5.8371, -0.5944)
C (-2.0829, -6.8276, -0.0844)
C (-1.9828, -8.1324, -0.5399)
C (-1.3827, -4.4365, -0.0555)
O (-2.0039, -4.2103, 0.9676)
O (-0.7627, -3.5653, -0.7887)
H (0.5513, -7.7210, -2.7585)
H (0.3325, -5.3870, -1.9564)
H (-2.8004, -6.5627, 0.6800)
H (-2.6300, -8.9016, -0.1424)

Cartesian forces, eV/Å:
1.4 -0.4 0.0
0.1 0.0 0.0
-0.1 0.0 0.0
0.0 0.1 0.0
-0.1 -0.1 0.2
0.0 0.1 -0.1
-0.1 0.2 -0.1
0.0 0.0 0.0
-0.5 0.1 0.0
0.0 0.0 0.0
0.0 0.1 0.0
-0.1 0.0 0.1
0.0 0.1 0.1
-0.1 -0.1 -0.2
-0.5 0.1 0.4
0.0 -0.1 0.1
0.0 0.0 -0.1
0.0 0.0 0.0
0.0 0.0 0.0
0.0 0.0 -0.1
0.2 0.0 0.0
0.0 0.1 0.1
0.0 0.0 0.0
0.0 0.0 0.0
0.2 0.0 -0.1
0.0 0.0 0.1
0.0 0.1 0.0
0.0 0.0 0.0
0.0 0.0 0.0
0.0 0.0 -0.1
0.0 -0.1 0.0
0.0 0.0 0.1
0.0 0.0 0.0
0.0 -0.1 0.0
0.0 0.0 0.0
0.0 0.0 0.1
-0.1 0.0 0.0
0.0 -0.1 -0.1
0.0 -0.1 0.0
0.0 0.0 0.0
0.0 0.0 0.0
0.0 0.0 0.0
0.0 0.0 0.0
0.0 0.0 0.0
0.0 0.0 0.0
0.1 0.1 0.0
0.0 0.0 0.0
0.0 0.0 0.0
0.0 0.0 0.0
0.0 0.0 0.0
0.0 0.0 0.0
0.0 -0.1 -0.1
0.0 0.0 0.0
0.0 0.0 0.0
0.0 0.1 0.1
0.0 0.0 0.0
0.0 0.0 -0.1
0.0 0.0 0.0
0.0 0.0 0.0
0.0 0.0 0.0
0.0 0.0 0.0
0.0 0.0 0.0
0.0 0.0 0.0
0.0 0.0 0.0
0.0 0.0 0.0
-0.1 0.0 0.0
0.0 -0.1 0.0
0.0 -0.1 0.1
0.0 0.0 0.0
0.0 0.0 0.0
0.0 0.0 0.0
0.0 0.0 0.0
0.0 0.0 0.0
0.0 0.0 0.0
-0.1 0.0 0.0
0.0 0.1 0.0
-0.5 -0.2 0.0
0.3 0.0 -0.1
0.0 0.0 0.0
0.0 0.0 0.0
0.0 0.0 0.0
0.0 0.0 0.0
0.0 0.0 0.1
0.0 0.0 0.0
0.0 0.0 0.0
0.0 0.0 0.1
-0.2 0.1 0.1
0.0 0.3 -0.4
0.0 0.0 0.0
0.0 0.0 0.0
0.0 0.0 0.0
0.0 0.0 0.0



C17H16F5FeNO3S2Si as an isolated structure, computed with ωB97M-V/def2-TZVPD.

Values from the calculation:
**<S²>**: 6.050
**Relative energy (zero: lowest compared OMol25 entry of this formula, charge and spin)**: 38.7 kJ/mol
**Kohn-Sham gap (spin up / spin down)**: 0.123 / 0.188 hartree
**Spin multiplicity**: 5
**Charge**: -2

Geometry (Å):
Fe (0.4007, -1.1909, 0.2456)
O (-1.5916, -1.6983, -0.5283)
C (-2.0570, -1.6163, 0.6563)
N (-1.3318, -0.8698, 1.5731)
S (-2.0255, -0.9070, 3.0296)
O (-2.5475, 0.4038, 3.4043)
O (-1.1587, -1.4893, 4.0411)
C (-3.3475, -1.9809, 2.5792)
C (-4.3535, -2.5055, 3.3434)
C (-5.2997, -3.3468, 2.7378)
C (-5.1755, -3.6400, 1.3534)
C (-4.1635, -3.1178, 0.5865)
C (-3.2115, -2.2517, 1.1845)
H (-4.4088, -2.2753, 4.4022)
H (-6.1045, -3.7804, 3.3192)
H (-5.8988, -4.3054, 0.8903)
H (-4.0764, -3.3653, -0.4651)
C (1.2831, 0.8719, 1.2697)
H (2.0821, 1.5306, 1.6375)
H (1.4396, -0.0754, 1.8059)
H (0.3277, 1.2870, 1.5854)
F (6.0138, -3.1927, 3.8559)
C (5.0655, -3.1394, 2.8988)
C (3.7375, -3.3732, 3.2101)
F (3.4089, -3.6665, 4.4785)
C (2.7698, -3.3163, 2.2223)
F (1.5157, -3.5640, 2.5851)
C (3.0698, -3.0222, 0.8839)
S (1.8431, -2.9752, -0.3557)
C (4.4252, -2.8065, 0.6171)
F (4.8384, -2.5470, -0.6359)
C (5.4055, -2.8560, 1.5923)
F (6.6977, -2.6352, 1.2746)
C (0.5931, 0.2048, -1.9690)
Si (1.6557, 0.9814, -0.6033)
C (3.4757, 0.5909, -0.8965)
C (1.4285, 2.8444, -0.9491)
H (1.0000, 0.6303, -2.8968)
H (-0.4613, 0.4705, -1.9004)
H (0.6660, -0.8813, -2.0737)
H (3.8324, 1.0741, -1.8106)
H (3.6149, -0.4851, -0.9976)
H (4.0992, 0.9409, -0.0695)
H (1.8952, 3.1235, -1.8981)
H (1.8598, 3.4733, -0.1661)
H (0.3633, 3.0799, -1.0165)

Cartesian forces, eV/Å:
-0.1 -0.1 0.2
0.1 -0.1 -0.1
-0.2 -0.1 -0.2
0.0 -0.2 0.1
0.0 0.2 0.1
0.0 -0.1 0.0
0.0 0.0 0.0
0.1 0.1 0.0
0.0 0.0 0.0
0.0 0.0 0.1
0.1 0.0 -0.1
-0.1 -0.1 0.0
0.1 0.1 0.0
0.0 0.0 0.0
0.0 0.0 0.0
0.0 0.0 0.0
0.0 0.0 0.0
0.2 0.1 -0.1
0.0 0.0 0.0
-0.1 -0.1 0.0
0.0 0.0 0.0
0.0 0.0 0.0
0.0 0.0 0.0
0.0 0.0 0.0
0.0 0.0 0.0
0.1 0.0 0.0
0.0 0.0 0.0
0.1 0.0 0.1
0.0 0.1 -0.1
-0.1 -0.1 0.1
0.0 0.0 0.0
0.0 0.0 -0.1
0.0 0.0 0.0
0.1 0.1 0.0
0.0 0.1 0.0
-0.1 0.0 0.0
0.0 -0.1 0.1
0.0 0.0 0.0
0.0 0.0 0.0
0.0 0.0 0.1
0.0 0.0 0.0
0.0 0.0 0.0
0.0 0.0 0.0
0.0 0.0 0.0
0.0 0.0 0.0
0.0 0.0 0.0



C5H13AsCl2IIrOS as an isolated structure, computed with ωB97M-V/def2-TZVPD.

Values from the calculation:
**<S²>**: 6.022
**Kohn-Sham gap (spin up / spin down)**: 0.250 / 0.277 hartree
**Spin multiplicity**: 5

Geometry (Å):
Ir (-0.9113, -1.2220, 1.6526)
Cl (3.6583, -3.3747, 1.0025)
C (2.2363, -2.4059, 1.4101)
Cl (0.7356, -3.2440, 0.9651)
H (2.2597, -1.4755, 0.8576)
H (2.2123, -2.2377, 2.4796)
I (-3.2083, 0.4162, 1.2219)
C (-2.9474, -1.7927, 1.4225)
H (-3.3396, -2.1902, 0.4909)
H (-3.5800, -2.0606, 2.2606)
S (-0.0767, -0.8740, 3.7093)
C (-1.0963, 0.5701, -2.2049)
As (0.2442, 1.0420, -0.8948)
C (1.8773, 1.4734, -1.8384)
C (-0.2306, 2.6645, 0.0393)
O (0.5497, -0.2275, 0.1102)
H (-1.1400, 1.3076, -3.0055)
H (-2.0636, 0.4990, -1.7121)
H (-0.8199, -0.4015, -2.6097)
H (1.7274, 2.3119, -2.5173)
H (2.2080, 0.6006, -2.3975)
H (2.6295, 1.7338, -1.0961)
H (0.0408, 3.5199, -0.5782)
H (0.3298, 2.6821, 0.9719)
H (-1.2949, 2.6853, 0.2604)

Cartesian forces, eV/Å:
0.3 0.1 1.3
0.0 0.0 0.0
0.2 0.0 0.0
0.0 -0.2 0.0
-0.1 0.0 0.0
0.0 0.0 0.0
-0.6 0.1 0.0
0.7 0.3 -0.2
0.0 0.0 0.0
0.1 0.0 0.1
-0.5 -0.2 -1.4
0.1 0.2 0.1
-0.1 0.6 -0.5
-0.2 -0.1 0.1
-0.1 -0.1 -0.1
0.0 -0.7 0.5
0.0 0.0 0.0
0.0 0.0 0.0
0.0 0.0 0.0
0.0 0.0 0.0
0.0 0.0 0.0
0.0 0.0 0.0
0.0 0.0 0.0
0.0 0.0 0.0
0.0 -0.1 0.0



H25O13 as an isolated structure, computed with ωB97M-V/def2-TZVPD.

Values from the calculation:
**<S²>**: 0.757
**Relative energy (zero: lowest compared OMol25 entry of this formula, charge and spin)**: 281.8 kJ/mol
**Kohn-Sham gap (spin up / spin down)**: 0.374 / 0.206 hartree
**Spin multiplicity**: 2

Geometry (Å):
O (-1.4965, 0.4869, 0.2593)
H (0.5727, -3.1363, 0.3101)
H (2.0603, 0.1782, 2.2120)
O (0.7045, 1.8747, -3.9183)
H (0.6050, 2.1562, -2.9860)
H (0.8186, -3.6532, -0.9676)
O (1.3517, 0.5416, 1.6709)
H (0.6579, -0.5135, 1.8076)
O (-0.5212, 3.6150, 1.9346)
H (-1.0121, 4.1006, 1.2476)
H (-0.3045, 2.7411, 1.5866)
O (2.8044, -1.9403, 0.2033)
H (0.9058, -1.8121, 2.2320)
H (3.0598, -2.9720, 0.0792)
O (-2.3746, -1.2333, -1.6071)
H (-2.3112, -0.6551, -2.5020)
H (-1.5051, -0.9948, -1.1616)
O (3.2658, -1.8683, -2.5218)
H (3.0210, -0.9091, -2.8542)
H (-0.6578, 0.2028, 0.8089)
O (1.0034, -3.8660, -0.0847)
H (1.9048, -2.0031, 0.1813)
H (0.3440, -0.0159, -0.7926)
O (0.1739, -1.4062, 1.8092)
H (2.4611, -2.2238, -2.0588)
H (-0.1988, 1.7289, -4.0856)
O (-4.5626, 1.2015, -0.2749)
H (-3.6231, 1.3370, -0.0177)
H (-4.4708, 0.6053, -1.0997)
O (-0.1976, 0.5751, 4.5725)
H (0.1835, -0.3334, 4.6637)
H (0.1526, 0.6716, 3.5686)
O (0.2772, -0.8372, -1.2797)
H (1.1625, -1.0203, -1.5156)
H (-2.1715, 0.0110, 0.6460)
O (-0.5208, 3.0674, -0.5336)
H (-1.2204, 2.3612, -0.4178)
H (0.3049, 2.4614, -0.7199)

Cartesian forces, eV/Å:
5.1 1.3 0.7
-1.2 1.0 1.4
1.1 0.2 0.2
1.2 0.4 1.7
0.6 0.1 -0.6
-0.4 -0.2 -2.5
0.3 1.0 -0.3
-1.3 0.4 -0.3
-0.2 0.3 0.9
0.6 -0.7 0.3
-0.3 0.7 -0.2
4.8 -3.0 0.1
1.0 -2.0 1.0
-0.8 3.7 0.5
1.1 2.3 -2.6
-0.2 -2.2 3.2
-1.7 -0.5 -1.1
-1.7 2.3 -0.8
0.6 -3.0 1.0
-3.0 1.0 -1.4
0.7 -1.3 0.9
-3.6 -0.1 0.0
0.0 0.2 0.0
-0.6 0.0 -0.4
1.4 0.6 -0.8
-1.9 -0.5 -1.1
1.3 -1.3 -1.8
-1.0 0.0 -0.3
-0.2 1.3 2.0
2.2 -1.2 -4.0
-0.7 0.8 0.7
-1.6 0.5 3.4
-0.7 0.2 0.4
1.6 -0.3 -0.6
-2.5 -1.8 1.3
1.4 -3.3 -1.5
0.9 1.0 -0.2
-2.2 2.0 0.6



Total energy, record by record: -286.57357 -242.21937 -5052.32376 -3786.80052 -4229.77735 -992.85950 Eh
Largest force on an atom, record by record: 0.01363 0.17272 0.02905 0.00600 0.02830 0.11019 Eh/bohr